8 unconnected molecules or ions with the total composition C18H30B3Br2F12N2O2, computed with wB97M-V/def2-TZVPD.

highest occupied orbital energy: -2.51 eV
ΔE to the lowest compared entry with this formula, charge and spin: 0.0 kcal per mole
LUMO level: 4.5 eV
frontier orbital gap: 6.96 eV

```
! wB97M-V def2-TZVPD RIJCOSX def2/J DEFGRID3
* xyz -3 1
B -28.87235 -0.68773 16.91126
F -28.48475 -1.98247 17.23142
F -28.78191 0.05528 18.06983
F -28.02389 -0.22663 15.90007
F -30.15766 -0.53768 16.45533
B -30.87633 -0.09755 24.37254
F -30.51757 0.16793 23.01215
F -30.11489 -1.19805 24.76987
F -30.42333 0.92411 25.20478
F -32.27032 -0.31900 24.43258
B -32.46707 -3.32678 20.05170
F -33.46098 -3.60282 19.12575
F -31.88242 -2.15403 19.57603
F -32.88857 -3.07119 21.30556
F -31.53820 -4.36766 20.10325
C -35.61319 -2.63546 12.00463
C -34.79912 -3.81293 12.62282
C -34.68558 -3.47518 14.11262
O -35.69709 -2.47133 14.36519
C -36.49663 -2.27423 13.15527
H -36.17813 -2.90155 11.11123
H -34.93550 -1.81065 11.78438
H -33.86377 -3.79307 12.06351
H -35.31131 -4.76870 12.51208
H -33.70070 -3.00926 14.08032
H -34.89850 -4.26303 14.83514
H -36.88290 -1.26487 13.01356
H -37.42431 -2.84537 13.19142
C -28.87685 -7.78576 25.58294
C -30.18618 -7.72890 24.83966
C -30.29272 -6.20867 24.68833
O -28.95668 -5.82692 24.39092
C -28.13599 -6.51507 25.30122
H -28.36926 -8.68773 25.24105
H -29.07678 -7.93095 26.64457
H -31.07480 -8.13334 25.32430
H -30.06255 -8.00931 23.79363
H -30.66825 -5.58758 25.50155
H -30.85406 -6.05076 23.76742
H -28.13113 -6.02415 26.27440
H -27.17767 -6.62164 24.79294
Br -38.92680 -2.37487 18.62087
C -39.01841 -4.32686 19.22902
C -39.18316 -4.51044 20.68011
Br -40.88057 -3.52662 21.14747
H -38.06406 -4.80401 19.00620
H -39.86885 -4.75506 18.69846
H -38.25577 -4.10222 21.08188
H -39.40570 -5.53362 20.98293
N -35.41114 -2.73421 26.05825
C -34.84791 -2.70733 27.28646
C -35.53274 -3.72135 28.05337
C -36.59936 -4.11852 27.20318
C -36.40212 -3.62552 25.96041
H -35.11100 -2.10559 25.32691
H -34.07878 -1.97950 27.49883
H -35.24009 -3.99482 29.05635
H -37.39969 -4.77982 27.50080
H -36.95246 -3.84931 25.05849
N -34.80709 -7.40771 21.10852
C -35.33121 -8.01450 20.04359
C -36.18075 -9.03369 20.47405
C -36.21261 -8.92078 21.86574
C -35.37886 -7.93740 22.26235
H -34.15890 -6.63727 21.02863
H -34.94809 -7.83993 19.04904
H -36.78341 -9.58753 19.76947
H -36.84694 -9.41403 22.58735
H -35.28707 -7.43376 23.21331
*
```

A molecular structure, C18H30CeN2O7S3Si3, computed with wB97M-V/def2-TZVPD.

highest occupied orbital energy (spin up / spin down): -8.24 / -8.24 eV
LUMO level (spin up / spin down): -2.2 / -2.2 eV
frontier orbital gap (spin up / spin down): 6.08 / 6.08 eV

```
! wB97M-V def2-TZVPD RIJCOSX def2/J DEFGRID3
* xyz 0 1
Ce 0.59028 -0.32059 0.18300
S 3.74663 3.16123 -0.95238
C 2.66858 1.99702 -0.64217
S 3.17232 0.32730 -0.31645
S 0.94035 2.26934 -0.59221
C -3.01901 -0.10269 -0.50455
O -1.86636 0.01751 0.33256
Si -1.91348 0.60256 1.96390
C -2.12374 2.43996 1.83230
C -3.42624 -0.08386 2.79336
C -0.28985 -0.01293 2.50091
Si -0.22906 -1.81906 3.01363
C -1.54290 -2.90666 2.21860
C 1.48364 -2.45944 2.48558
C -0.37862 -2.10248 4.85423
Si 0.65908 1.10865 3.67137
C -0.37503 1.46708 5.19172
C 2.28231 0.32249 4.17918
C 1.15059 2.76001 2.95337
H -3.51900 0.86221 -0.59908
H -3.70543 -0.83606 -0.08075
H -2.70369 -0.43573 -1.49182
H -3.13961 2.67565 1.50311
H -1.41816 2.89015 1.13132
H -1.97534 2.92289 2.80083
H -4.33712 0.35868 2.38203
H -3.38300 0.17518 3.85584
H -3.51058 -1.16797 2.72491
H -2.10370 -2.42383 1.41775
H -2.25674 -3.23712 2.97719
H -1.07360 -3.78444 1.77166
H 2.10486 -1.70408 1.98427
H 1.39831 -3.32492 1.82686
H 2.07211 -2.75222 3.35709
H -1.37070 -1.81215 5.21082
H 0.35704 -1.55448 5.44213
H -0.24636 -3.16960 5.05482
H -0.65957 0.55813 5.72460
H -1.29780 1.99493 4.93420
H 0.18645 2.10311 5.88121
H 2.18639 -0.64096 4.68044
H 2.79902 1.00127 4.86297
H 2.93378 0.17747 3.31220
H 0.30793 3.42558 2.76364
H 1.70051 2.66925 2.01660
H 1.80998 3.25109 3.67544
O 0.86633 -4.52038 -0.64336
C 0.80476 -3.35896 -0.93902
O 0.09534 -2.43191 -0.28667
C 1.60107 -2.75748 -2.06088
C 1.18189 -1.54497 -2.58948
C 1.97172 -0.85970 -3.48846
C 3.16172 -1.36788 -3.95378
C 3.52362 -2.60881 -3.46143
C 2.79102 -3.30835 -2.52936
N 4.79635 -3.21321 -3.96140
O 5.36350 -2.62725 -4.85453
O 5.12448 -4.27415 -3.48255
N 1.55177 0.49263 -3.93697
O 0.61093 0.98583 -3.35064
O 2.18414 1.00397 -4.82843
H 0.19507 -1.18488 -2.32942
H 3.78425 -0.82406 -4.64702
H 3.13965 -4.26160 -2.15710
*
```

A molecular structure, C18H30Cl6O22S4, computed with wB97M-V/def2-TZVPD.

highest occupied orbital energy: -9.14 eV
LUMO level: -0.8 eV
frontier orbital gap: 8.35 eV

```
! wB97M-V def2-TZVPD RIJCOSX def2/J DEFGRID3
* xyz 0 1
C -25.15888 -7.66255 11.48030
Cl -26.58805 -6.60939 11.78040
Cl -25.70115 -9.29613 11.12993
Cl -24.08272 -7.70162 12.85571
H -24.58489 -7.29610 10.62920
C -29.62111 -12.29947 10.69430
Cl -31.12549 -11.37515 10.39729
Cl -28.60877 -11.97886 9.31290
Cl -29.80077 -14.09179 10.68036
H -29.14166 -11.93454 11.60261
C -27.71516 -8.09175 14.31901
C -27.58711 -9.69701 14.28118
C -26.68132 -10.26790 15.34314
O -27.52524 -11.14402 16.00663
C -28.80622 -10.97240 15.71404
O -29.72530 -11.60574 16.23101
O -28.89001 -10.06248 14.77622
H -28.17665 -7.85378 15.27739
H -28.34092 -7.68178 13.52627
H -26.76593 -7.57864 14.16475
H -27.32460 -10.15273 13.32645
H -26.28845 -9.45312 15.95132
H -25.88511 -10.88227 14.92277
C -20.81215 -9.83214 14.73753
C -22.17351 -10.42271 14.89871
C -23.32262 -9.61795 14.27572
O -24.14950 -10.65662 13.74445
C -23.43627 -11.70665 13.52282
O -23.85997 -12.69392 12.89293
O -22.19514 -11.57405 14.07749
H -20.57454 -9.63866 13.69149
H -19.99202 -10.46368 15.07902
H -20.75169 -8.90161 15.30196
H -22.36462 -10.54050 15.96533
H -23.07678 -9.04083 13.38432
H -23.84496 -9.02489 15.02641
C -27.67734 -13.10026 16.61298
C -26.93063 -14.21687 17.38309
O -27.78696 -15.37102 17.39416
S -29.38074 -14.88442 17.51176
O -29.69082 -14.45535 18.90970
O -30.19535 -15.85992 16.77612
O -29.05481 -13.49075 16.57847
H -27.32490 -13.00042 15.58637
H -27.53765 -12.19341 17.20137
H -26.86653 -13.98292 18.44575
H -25.90794 -14.31997 17.02034
C -27.73549 -16.30860 11.53486
C -26.59136 -16.58764 10.51278
O -25.51431 -16.87509 11.42374
S -26.06275 -17.86791 12.64923
O -25.21473 -17.60187 13.78423
O -26.17360 -19.22050 12.12447
O -27.51492 -17.10416 12.71997
H -28.69174 -16.43179 11.02643
H -27.65453 -15.24131 11.74086
H -26.42078 -15.83197 9.74599
H -26.70604 -17.50589 9.93681
C -23.57388 -15.41088 10.82390
C -23.97684 -13.97571 11.20623
O -24.34239 -13.33289 10.05978
S -25.09944 -14.32091 8.98479
O -24.83486 -13.87351 7.65134
O -26.49243 -14.45211 9.38224
O -24.04821 -15.53675 9.45728
H -24.10789 -16.20757 11.34182
H -22.49332 -15.55331 10.83818
H -23.12273 -13.51686 11.70428
H -24.86141 -13.96778 11.84305
C -25.46077 -11.39205 12.13415
C -26.51846 -11.41051 11.08198
O -27.50223 -12.12477 11.78794
S -26.94032 -13.14041 12.95832
O -27.21638 -14.54983 12.56641
O -27.22165 -12.68149 14.30816
O -25.39506 -12.71482 12.59902
H -25.81014 -10.78485 12.96923
H -24.49952 -10.99819 11.80402
H -26.15563 -11.88018 10.16771
H -27.00678 -10.47395 10.81276
*
```

A molecular structure, C18H30CoN6O2SSi, computed with wB97M-V/def2-TZVPD.

highest occupied orbital energy (spin up / spin down): -10.28 / -10.28 eV
ΔE to the lowest compared entry with this formula, charge and spin: 5.4 kcal per mole
LUMO level (spin up / spin down): -2.9 / -2.9 eV
frontier orbital gap (spin up / spin down): 7.36 / 7.36 eV

```
! wB97M-V def2-TZVPD RIJCOSX def2/J DEFGRID3
* xyz 1 1
Co -0.19400 -0.03910 0.96001
N 5.59525 2.97255 -4.27578
C 4.95330 2.57010 -3.14182
C 3.88178 3.31604 -2.62806
C 3.22499 2.90052 -1.49296
C 3.62411 1.73011 -0.84551
C 4.69389 0.98637 -1.33965
C 5.35234 1.40386 -2.47435
S 2.79593 1.20651 0.57211
O 2.23197 2.37060 1.23022
O 3.64919 0.33225 1.32491
N 1.46261 0.36265 0.11198
C 1.50706 -0.84342 -0.51959
N 0.26138 -1.36898 -0.44792
C 0.05950 -2.57305 -0.97559
C 1.08646 -3.24559 -1.59974
C 2.32392 -2.60459 -1.63175
N 2.55853 -1.41131 -1.09647
H 5.38106 3.85634 -4.69753
H 6.41451 2.49234 -4.59674
H 3.58481 4.23345 -3.12133
H 2.41633 3.49339 -1.08929
H 5.00916 0.09384 -0.81847
H 6.19269 0.83455 -2.85221
H -0.94091 -2.98391 -0.90349
H 0.94136 -4.22039 -2.03800
H 3.16936 -3.08041 -2.11635
C -2.54883 0.77995 -1.20053
Si -1.50789 1.55933 0.11063
C -2.54618 2.11206 1.55481
C -0.50542 2.95015 -0.55358
H -3.07476 1.59781 -1.70551
H -3.29463 0.09324 -0.79415
H -1.96125 0.24583 -1.94907
H -3.54631 2.36623 1.19040
H -2.12212 3.00590 2.01886
H -2.66831 1.35020 2.32651
H -1.14000 3.84356 -0.55811
H -0.18062 2.74766 -1.57624
H 0.37303 3.15436 0.05614
N 0.18400 0.87280 2.58397
H 0.75885 1.69522 2.35631
H 0.77925 0.25194 3.13134
H -0.58733 1.17132 3.17180
C -4.53080 -2.25555 3.20817
C -3.69578 -2.72535 2.00811
C -4.51849 -2.64091 0.71384
C -3.16452 -4.14743 2.22604
C -2.53650 -1.81531 1.86299
N -1.61507 -1.14022 1.77381
H -5.47133 -2.80642 3.20688
H -4.75701 -1.19100 3.14754
H -4.01658 -2.45186 4.14875
H -5.29057 -3.40915 0.74942
H -3.90171 -2.81362 -0.16866
H -5.00435 -1.66989 0.61534
H -4.00735 -4.79119 2.47759
H -2.44712 -4.18730 3.04536
H -2.69090 -4.53709 1.32461
*
```

6 unconnected molecules or ions with the total composition C18H30F4O20P2, computed with wB97M-V/def2-TZVPD.

highest occupied orbital energy: -10.77 eV
ΔE to the lowest compared entry with this formula, charge and spin: 0.0 kcal per mole
LUMO level: 0.2 eV
frontier orbital gap: 11.00 eV
SMILES: O=C1OC[C@@H](F)O1.O=C1OC[C@@H](F)O1.O=C1OC[C@@H](F)O1.O=C1OC[C@@H](F)O1.COP(=O)(OC)OC.COP(=O)(OC)OC

```
! wB97M-V def2-TZVPD RIJCOSX def2/J DEFGRID3
* xyz 0 1
O -1.94454 4.65534 -3.20442
C -1.08497 3.87174 -2.99429
O -0.54177 3.62406 -1.78872
C 0.25519 2.42539 -1.84211
C 0.53573 2.33749 -3.34349
F 0.45157 1.07692 -3.84236
O -0.46745 3.11114 -3.93960
H 1.07030 2.63516 -1.15681
H -0.25695 1.51780 -1.51282
H 1.53670 2.70474 -3.59257
O -2.45910 0.28139 -5.53900
C -3.12306 0.11007 -4.58451
O -2.71783 -0.44171 -3.43445
C -3.82802 -0.64077 -2.54377
C -5.00786 -0.06460 -3.33806
F -5.50706 1.02417 -2.63094
O -4.46057 0.42405 -4.50851
H -3.78881 -1.71129 -2.33731
H -3.69607 -0.14779 -1.58455
H -5.87658 -0.69797 -3.48989
O -2.13235 1.93930 5.36193
C -1.61921 2.82465 4.76770
O -1.15976 3.97688 5.31907
C -0.26825 4.56361 4.36248
C -0.85382 4.06677 3.04462
F 0.14294 3.83045 2.15477
O -1.43278 2.83863 3.41957
H -0.25338 5.63913 4.48527
H 0.71457 4.09722 4.45799
H -1.59055 4.73339 2.59978
O 6.72411 -0.47204 4.10615
C 5.63634 -0.16661 4.42414
O 5.35206 0.80276 5.34638
C 3.93670 0.83476 5.49419
C 3.47346 0.23124 4.19526
F 3.49405 1.15338 3.16455
O 4.47256 -0.71827 3.95326
H 3.64932 0.16303 6.30860
H 3.50042 1.80570 5.71029
H 2.46099 -0.16283 4.20770
C 4.30421 -2.64216 -1.31744
O 3.26026 -2.40764 -2.24654
P 1.83580 -3.03350 -1.98483
O 1.38522 -3.14780 -0.60236
O 0.92028 -2.08448 -2.82972
C 1.07711 -1.93773 -4.24069
O 1.96448 -4.40396 -2.76895
C 1.00951 -5.43378 -2.55760
H 5.20356 -2.95341 -1.84949
H 4.05588 -3.39337 -0.56735
H 4.56332 -1.72636 -0.78164
H 1.37269 -0.92115 -4.47315
H 0.13120 -2.16994 -4.73163
H 1.80807 -2.61793 -4.68798
H 1.42910 -6.17578 -1.87733
H 0.72722 -5.89206 -3.50262
H 0.07027 -5.11615 -2.09249
C -1.62069 -2.60277 -0.22286
O -1.54435 -1.19742 -0.43162
P -1.77332 -0.21495 0.78195
O -1.63208 1.20872 0.46187
O -0.67294 -0.71366 1.81481
C 0.68741 -0.37872 1.56723
O -3.14538 -0.58809 1.42608
C -4.05699 0.41393 1.92039
H -2.67741 -2.89559 -0.11541
H -1.13181 -2.89886 0.70272
H -1.27160 -3.21040 -1.04964
H 1.23879 -1.30933 1.71074
H 1.01687 0.40000 2.25359
H 0.94957 -0.03743 0.56326
H -4.43186 0.99012 1.07190
H -3.53912 1.13275 2.55283
H -4.84954 -0.11761 2.42843
*
```

2 unconnected molecules or ions with the total composition C18H30FN2O4, computed with wB97M-V/def2-TZVPD.

highest occupied orbital energy: -11.45 eV
LUMO level: -5.6 eV
frontier orbital gap: 5.87 eV

```
! wB97M-V def2-TZVPD RIJCOSX def2/J DEFGRID3
* xyz 1 1
C 2.48389 -3.28754 2.60508
O 2.46118 -3.52828 1.13339
C 1.73421 -2.44545 0.45247
C 2.06720 -0.93687 1.00134
C 1.73440 0.25221 -0.12492
C 2.48922 1.65420 0.27023
C 1.70399 3.01017 -0.25285
C 1.12238 3.92033 1.01340
C -0.46417 3.55866 1.37065
C -0.60961 2.16302 2.24658
C -2.15379 1.77824 2.64016
C -2.82689 0.58679 1.73722
C -3.13980 -0.87132 2.47498
C -3.83830 -2.06816 1.54784
N -4.21562 -1.85251 0.07919
C -3.94291 -0.54819 -0.64244
F -4.32527 -0.41216 -2.06836
C -3.22636 0.69946 0.15126
O -2.95326 1.94469 -0.63614
N -1.84059 1.59136 -1.35570
O -1.88748 2.06476 -2.48019
H 1.46846 -2.87208 3.01447
H 3.32896 -2.52318 2.93116
H 2.73825 -4.29980 3.16679
H 2.03716 -2.48234 -0.69892
H 0.56736 -2.68677 0.49089
H 3.20126 -0.82520 1.30218
H 1.45183 -0.75446 2.00596
H 0.55651 0.41256 -0.14414
H 2.01806 -0.17924 -1.18325
H 2.63824 1.75064 1.44848
H 3.58097 1.60487 -0.20168
H 2.50444 3.68060 -0.82542
H 0.84519 2.75095 -1.02747
H 1.74697 3.78877 1.99688
H 1.10050 5.05316 0.64464
H -0.88941 4.47818 2.00100
H -1.05048 3.55283 0.35737
H -0.05014 2.38146 3.27835
H -0.05737 1.24363 1.77567
H -2.86252 2.71138 2.64809
H -2.12118 1.37078 3.75996
H -2.86958 -1.09678 3.60203
H -4.05390 -3.12156 2.01644
H -4.65473 -2.66456 -0.42994
C -0.15638 -1.07396 -4.57610
C 0.89021 -1.72630 -3.71284
O 0.98051 -1.46813 -2.51369
C 1.82195 -2.70678 -4.37354
H -0.75624 -0.39094 -3.96533
H 0.32392 -0.50053 -5.37290
H -0.81602 -1.83547 -4.99951
H 2.39042 -2.20607 -5.16133
H 1.25042 -3.54093 -4.78798
H 2.52392 -3.09816 -3.62951
*
```

A molecular structure, C18H30N3ORh, computed with wB97M-V/def2-TZVPD.

highest occupied orbital energy (spin up / spin down): -12.46 / -15.79 eV
ΔE to the lowest compared entry with this formula, charge and spin: 12.1 kcal per mole
LUMO level (spin up / spin down): -6.6 / -8.0 eV
expectation value of S²: 6.014
frontier orbital gap (spin up / spin down): 5.89 / 7.84 eV

```
! wB97M-V def2-TZVPD RIJCOSX def2/J DEFGRID3
* xyz 2 5
C -1.98596 -1.52248 0.27715
H -1.25836 -2.10163 0.85725
H -3.00221 -1.30638 0.78291
H 1.07207 -0.31181 -1.73517
C -2.03288 -2.27505 -1.08022
H -2.28285 -1.62290 -1.90627
H -1.05102 -2.67547 -1.43727
C -3.10674 -3.34181 -0.91320
H -3.37591 -3.85982 -1.83727
H -2.69624 -4.00121 -0.15558
H -3.97499 -2.83333 -0.47563
C 0.05353 1.91460 -0.25446
C -0.86541 1.39474 -1.26340
C -2.09861 1.09964 -0.56218
C -1.87484 1.31027 0.83954
C -0.56366 1.82963 1.01234
C 0.02966 2.32087 2.28246
C -2.90713 1.20531 1.90808
C -3.41553 0.82537 -1.20956
C -0.62946 1.42913 -2.72139
C 1.34355 2.56829 -0.56377
Rh -0.62635 -0.39154 -0.37997
H -2.47652 1.19422 2.91405
H -3.61872 2.04364 1.90461
H -3.52747 0.31513 1.79884
H -0.42058 1.81948 3.14226
H 1.09900 2.09611 2.33120
H -0.07161 3.39517 2.50256
H 1.81644 2.08400 -1.42153
H 1.32608 3.64931 -0.79701
H 2.04965 2.46030 0.26702
H -1.48005 0.97424 -3.23210
H -0.46895 2.44069 -3.11579
H 0.24852 0.80267 -2.93197
H -3.96712 0.01947 -0.71436
H -4.05997 1.71096 -1.15701
H -3.29754 0.57767 -2.26814
C 4.73997 -0.95722 -1.49324
N 3.90591 -0.95076 -0.28147
C 4.36678 -1.21242 0.98169
C 3.48357 -1.19875 2.02636
C 2.11617 -0.92781 1.79601
N 1.69089 -0.73256 0.52331
C 2.58600 -0.65819 -0.43670
O 2.18846 -0.41857 -1.67586
N 1.19679 -0.87412 2.76710
H 4.32543 -1.64879 -2.23972
H 5.73367 -1.27632 -1.17195
H 4.77077 0.05172 -1.92844
H 5.43054 -1.40272 0.99817
H 3.84126 -1.36648 3.04391
H 1.49033 -1.01720 3.77290
H 0.23164 -0.64732 2.63092
*
```